[1]
A 11-piece molecular cluster, C17H56N6O17 overall, computed with ωB97M-V/def2-TZVPD.

The geometry in XYZ format:
```
96
Properties=species:S:1:pos:R:3
C -3.66 -13.60 6.58
O -4.67 -14.24 6.67
N -2.55 -13.94 5.71
N -3.28 -12.50 7.38
H -1.68 -13.70 6.16
H -2.49 -14.92 5.46
H -3.95 -11.87 7.77
H -2.38 -12.05 7.15
C -0.78 -16.69 8.75
O 0.26 -16.08 8.96
N -1.06 -17.87 9.40
N -1.67 -16.23 7.82
H -1.99 -18.28 9.22
H -0.77 -17.86 10.36
H -2.50 -16.72 7.60
H -1.24 -15.61 7.17
C -0.09 -14.59 11.80
O -1.13 -15.22 11.93
N 0.04 -13.65 10.76
N 1.00 -14.76 12.55
H -0.62 -13.87 9.97
H 1.00 -13.53 10.46
H 1.85 -14.26 12.56
H 0.89 -15.26 13.42
C -4.05 -21.90 11.56
C -2.89 -21.00 11.84
O -3.25 -19.93 12.72
O -5.23 -21.20 11.05
H -4.40 -22.45 12.44
H -3.66 -22.62 10.83
H -2.46 -20.60 10.93
H -2.09 -21.48 12.33
H -4.01 -19.57 12.29
H -5.09 -21.11 10.09
C -5.29 -17.60 7.24
C -5.00 -19.10 7.53
O -4.02 -19.31 8.58
O -4.24 -16.89 6.67
H -5.79 -17.13 8.14
H -6.16 -17.73 6.58
H -4.57 -19.39 6.60
H -5.93 -19.53 7.76
H -4.40 -19.03 9.40
H -4.42 -15.93 6.63
C -0.05 -17.82 14.86
C -1.35 -17.58 14.04
O -1.16 -18.13 12.73
O 1.06 -17.11 14.41
H 0.11 -18.94 15.00
H -0.35 -17.46 15.84
H -1.50 -16.49 13.84
H -2.26 -18.07 14.42
H -1.84 -18.84 12.68
H 1.45 -17.63 13.71
C -6.19 -17.44 12.81
C -5.97 -17.62 11.29
O -4.69 -18.05 11.00
O -5.33 -16.39 13.25
H -5.85 -18.36 13.35
H -7.19 -17.16 13.12
H -6.10 -16.59 10.89
H -6.66 -18.28 10.84
H -4.14 -17.33 10.67
H -4.38 -16.64 13.08
C 0.41 -11.72 6.56
C 1.00 -12.87 7.33
O 0.13 -13.98 7.39
O -0.80 -11.17 7.17
H 0.08 -12.11 5.56
H 1.12 -10.91 6.42
H 1.24 -12.63 8.41
H 1.87 -13.08 6.67
H 0.34 -14.66 8.05
H -0.48 -10.87 8.08
C -2.31 -10.84 10.88
C -1.06 -10.03 10.49
O -0.23 -10.81 9.68
O -3.25 -9.93 11.51
H -2.00 -11.60 11.59
H -2.77 -11.24 9.95
H -0.59 -9.70 11.41
H -1.31 -9.12 9.88
H -0.33 -11.80 9.88
H -3.42 -10.23 12.43
C -3.64 -14.65 9.94
O -3.42 -15.82 10.72
H -3.81 -13.73 10.50
H -2.72 -14.53 9.41
H -4.42 -14.85 9.20
H -2.68 -15.76 11.34
C -3.45 -13.18 13.46
O -3.60 -11.83 13.99
H -4.30 -13.52 12.77
H -2.52 -13.36 12.87
H -3.40 -13.89 14.32
H -4.54 -11.85 14.31
```

DFT total energy = -62285.6570 eV
HOMO energy = -9.7354 eV
Total charge = 0
SMILES string = NC(N)=O.NC(N)=O.NC(N)=O.OCCO.OCCO.OCCO.OCCO.OCCO.OCCO.CO.CO
HOMO-LUMO gap = 10.17 eV
2S+1 = 1

---

[2]
A 11-piece molecular cluster, C17H56N8O11 overall, computed with ωB97M-V/def2-TZVPD.

The geometry in XYZ format:
```
92
Properties=species:S:1:pos:R:3
C -1.82 -3.04 -1.27
C -0.68 -2.43 -2.00
O -1.05 -1.60 -3.13
H -2.48 -2.24 -1.05
H -1.55 -3.30 -0.24
H -2.40 -3.83 -1.73
H 0.10 -3.10 -2.18
H -0.15 -1.81 -1.32
H -0.34 -0.95 -3.14
C -1.43 1.06 -1.10
C -0.95 1.42 0.30
O -0.67 0.22 0.95
H -2.19 0.28 -1.03
H -0.56 0.78 -1.66
H -2.02 1.90 -1.57
H -1.75 1.97 0.61
H -0.03 2.00 0.14
H -0.70 0.36 1.92
C -1.10 1.04 -5.29
C -1.21 -0.01 -6.46
O 0.07 -0.37 -6.76
H -0.64 0.59 -4.39
H -2.00 1.60 -5.05
H -0.58 1.89 -5.56
H -1.57 0.70 -7.22
H -1.79 -0.92 -6.21
H 0.07 -1.18 -7.28
C -0.79 2.02 3.89
C 0.25 1.02 4.35
O 1.34 1.79 4.76
H -1.85 1.59 3.66
H -0.40 2.51 3.02
H -0.92 2.74 4.73
H 0.53 0.35 3.53
H -0.06 0.47 5.20
H 1.14 2.11 5.64
C -2.65 -1.03 6.22
C -2.83 -1.72 4.91
O -2.17 -1.00 3.97
H -1.56 -1.05 6.49
H -3.08 -1.65 7.02
H -3.07 -0.04 6.39
H -3.84 -1.75 4.60
H -2.38 -2.74 4.99
H -1.54 -1.57 3.55
C 0.81 4.02 -1.52
C 1.62 2.87 -2.23
O 3.01 3.15 -2.08
H 1.06 5.04 -1.86
H 0.86 3.90 -0.44
H -0.23 3.81 -1.84
H 1.40 2.83 -3.33
H 1.24 1.91 -1.79
H 3.35 2.79 -2.89
C -0.45 -3.42 2.72
O 0.49 -4.19 3.34
N -0.28 -2.18 2.36
N -1.74 -3.76 2.55
H 0.63 -1.91 2.73
H -0.84 -1.76 1.61
H -2.02 -4.54 3.15
H -2.42 -3.10 2.21
C 2.41 -0.18 -3.85
O 1.27 -0.16 -3.07
N 3.64 0.03 -3.37
N 2.33 -0.32 -5.11
H 3.61 -0.23 -2.38
H 4.42 -0.48 -3.85
H 1.37 -0.52 -5.54
H 3.13 -0.49 -5.76
C 2.81 -1.32 -0.23
O 2.07 -2.49 -0.52
N 4.03 -1.11 -0.69
N 2.29 -0.23 0.25
H 4.44 -1.79 -1.26
H 4.70 -0.37 -0.42
H 1.22 -0.34 0.42
H 2.73 0.69 0.26
C 2.80 2.50 1.64
O 1.54 3.02 1.71
N 3.37 2.28 0.50
N 3.39 2.10 2.70
H 2.92 2.52 -0.40
H 4.31 1.80 0.40
H 2.89 2.21 3.55
H 4.41 1.82 2.70
C -4.44 -1.34 0.47
O -3.32 -1.55 1.28
H -4.26 -0.39 -0.18
H -5.37 -1.03 1.00
H -4.63 -2.21 -0.12
H -3.24 -0.88 1.95
```

DFT total energy = -52976.9215 eV
HOMO energy = -8.6312 eV
Total charge = 0
SMILES string = NC(N)=O.NC(N)=O.NC(N)=O.NC(N)=O.CCO.CCO.CCO.CCO.CCO.CCO.CO
HOMO-LUMO gap = 8.62 eV
Energy above the lowest of the compared OMol25 structures with the same formula, charge and spin = 156.3 kcal/mol
2S+1 = 1

---

[3]
A 12-piece molecular cluster, C17H58N2O12 overall, computed with ωB97M-V/def2-TZVPD.

The geometry in XYZ format:
```
89
Properties=species:S:1:pos:R:3
C 23.55 -15.82 0.17
C 24.10 -16.82 -0.84
O 23.93 -16.26 -2.12
H 23.89 -14.78 0.13
H 23.59 -16.28 1.17
H 22.44 -15.71 0.06
H 23.63 -17.79 -0.80
H 25.17 -16.93 -0.72
H 23.08 -16.54 -2.39
C 25.33 -19.05 -7.38
C 24.57 -19.70 -6.31
O 25.12 -19.29 -5.04
H 25.68 -18.03 -7.24
H 24.82 -19.06 -8.36
H 26.31 -19.52 -7.52
H 24.39 -20.76 -6.41
H 23.63 -19.25 -6.35
H 24.45 -19.45 -4.33
C 22.38 -16.26 -5.43
C 23.80 -15.76 -5.47
O 24.31 -15.66 -6.77
H 21.69 -15.59 -5.88
H 22.15 -16.35 -4.38
H 22.40 -17.22 -5.96
H 24.36 -16.33 -4.78
H 23.84 -14.78 -4.98
H 25.19 -15.30 -6.75
C 20.82 -19.77 0.63
C 22.18 -19.27 1.18
O 22.09 -19.55 2.57
H 19.97 -19.44 1.25
H 20.89 -20.83 0.49
H 20.64 -19.44 -0.39
H 22.30 -18.20 1.17
H 23.06 -19.80 0.77
H 22.87 -19.31 3.08
C 19.42 -20.88 -2.38
C 18.17 -20.98 -1.49
O 18.13 -22.22 -0.86
H 20.29 -20.90 -1.71
H 19.43 -19.93 -2.85
H 19.50 -21.65 -3.11
H 17.29 -20.74 -2.08
H 18.17 -20.16 -0.75
H 17.72 -22.13 -0.01
C 20.04 -17.01 -2.39
O 21.42 -17.31 -2.35
N 19.28 -17.14 -3.44
N 19.37 -16.59 -1.36
H 19.67 -17.57 -4.33
H 18.27 -17.00 -3.45
H 19.83 -16.41 -0.48
H 18.39 -16.47 -1.38
C 24.24 -22.38 0.31
O 23.10 -22.35 1.12
H 24.16 -22.34 -0.80
H 24.98 -23.19 0.52
H 24.71 -21.44 0.55
H 22.40 -22.64 0.55
C 23.48 -23.44 -4.66
O 22.28 -22.68 -4.84
H 23.65 -23.58 -3.60
H 24.27 -22.94 -5.20
H 23.49 -24.37 -5.17
H 22.01 -22.82 -5.75
C 21.46 -23.66 -1.46
O 20.81 -22.98 -0.37
H 21.96 -24.51 -1.04
H 22.09 -22.95 -2.01
H 20.64 -24.05 -2.15
H 19.96 -22.56 -0.66
C 22.87 -20.44 -2.71
O 23.24 -19.11 -3.13
H 22.71 -20.47 -1.62
H 23.70 -21.16 -2.80
H 22.01 -20.87 -3.18
H 22.41 -18.63 -3.22
C 26.76 -19.58 -2.09
O 25.44 -19.62 -1.53
H 27.39 -20.19 -1.43
H 27.19 -18.58 -2.20
H 26.65 -20.04 -3.05
H 24.95 -19.14 -2.17
C 20.77 -19.49 -5.68
O 19.98 -18.29 -5.82
H 21.39 -19.74 -6.50
H 20.13 -20.30 -5.42
H 21.39 -19.43 -4.80
H 19.53 -18.20 -6.69
```

DFT total energy = -46114.8821 eV
HOMO energy = -9.0647 eV
Total charge = 0
SMILES string = NC(N)=O.CCO.CCO.CCO.CCO.CCO.CO.CO.CO.CO.CO.CO
HOMO-LUMO gap = 8.99 eV
Energy above the lowest of the compared OMol25 structures with the same formula, charge and spin = 0.0 kcal/mol
2S+1 = 1

---

Question: Look up the HOMO energy of the first one.
Answer: -9.7354 eV

---

Question: Which formula does entry 1 have?
Answer: C17H56N6O17

---

Repeat the first record exactly.
A 11-piece molecular cluster, C17H56N6O17 overall, computed with ωB97M-V/def2-TZVPD.

The geometry in XYZ format:
```
96
Properties=species:S:1:pos:R:3
C -3.66 -13.60 6.58
O -4.67 -14.24 6.67
N -2.55 -13.94 5.71
N -3.28 -12.50 7.38
H -1.68 -13.70 6.16
H -2.49 -14.92 5.46
H -3.95 -11.87 7.77
H -2.38 -12.05 7.15
C -0.78 -16.69 8.75
O 0.26 -16.08 8.96
N -1.06 -17.87 9.40
N -1.67 -16.23 7.82
H -1.99 -18.28 9.22
H -0.77 -17.86 10.36
H -2.50 -16.72 7.60
H -1.24 -15.61 7.17
C -0.09 -14.59 11.80
O -1.13 -15.22 11.93
N 0.04 -13.65 10.76
N 1.00 -14.76 12.55
H -0.62 -13.87 9.97
H 1.00 -13.53 10.46
H 1.85 -14.26 12.56
H 0.89 -15.26 13.42
C -4.05 -21.90 11.56
C -2.89 -21.00 11.84
O -3.25 -19.93 12.72
O -5.23 -21.20 11.05
H -4.40 -22.45 12.44
H -3.66 -22.62 10.83
H -2.46 -20.60 10.93
H -2.09 -21.48 12.33
H -4.01 -19.57 12.29
H -5.09 -21.11 10.09
C -5.29 -17.60 7.24
C -5.00 -19.10 7.53
O -4.02 -19.31 8.58
O -4.24 -16.89 6.67
H -5.79 -17.13 8.14
H -6.16 -17.73 6.58
H -4.57 -19.39 6.60
H -5.93 -19.53 7.76
H -4.40 -19.03 9.40
H -4.42 -15.93 6.63
C -0.05 -17.82 14.86
C -1.35 -17.58 14.04
O -1.16 -18.13 12.73
O 1.06 -17.11 14.41
H 0.11 -18.94 15.00
H -0.35 -17.46 15.84
H -1.50 -16.49 13.84
H -2.26 -18.07 14.42
H -1.84 -18.84 12.68
H 1.45 -17.63 13.71
C -6.19 -17.44 12.81
C -5.97 -17.62 11.29
O -4.69 -18.05 11.00
O -5.33 -16.39 13.25
H -5.85 -18.36 13.35
H -7.19 -17.16 13.12
H -6.10 -16.59 10.89
H -6.66 -18.28 10.84
H -4.14 -17.33 10.67
H -4.38 -16.64 13.08
C 0.41 -11.72 6.56
C 1.00 -12.87 7.33
O 0.13 -13.98 7.39
O -0.80 -11.17 7.17
H 0.08 -12.11 5.56
H 1.12 -10.91 6.42
H 1.24 -12.63 8.41
H 1.87 -13.08 6.67
H 0.34 -14.66 8.05
H -0.48 -10.87 8.08
C -2.31 -10.84 10.88
C -1.06 -10.03 10.49
O -0.23 -10.81 9.68
O -3.25 -9.93 11.51
H -2.00 -11.60 11.59
H -2.77 -11.24 9.95
H -0.59 -9.70 11.41
H -1.31 -9.12 9.88
H -0.33 -11.80 9.88
H -3.42 -10.23 12.43
C -3.64 -14.65 9.94
O -3.42 -15.82 10.72
H -3.81 -13.73 10.50
H -2.72 -14.53 9.41
H -4.42 -14.85 9.20
H -2.68 -15.76 11.34
C -3.45 -13.18 13.46
O -3.60 -11.83 13.99
H -4.30 -13.52 12.77
H -2.52 -13.36 12.87
H -3.40 -13.89 14.32
H -4.54 -11.85 14.31
```

DFT total energy = -62285.6570 eV
HOMO energy = -9.7354 eV
Total charge = 0
SMILES string = NC(N)=O.NC(N)=O.NC(N)=O.OCCO.OCCO.OCCO.OCCO.OCCO.OCCO.CO.CO
HOMO-LUMO gap = 10.17 eV
2S+1 = 1